{"formula": "C29H46N7OSSe2SiW", "method": "ωB97M-V with the def2-TZVPD basis set", "symbols": ["W", "C", "Se", "C", "C", "Se", "C", "H", "H", "H", "H", "H", "H", "H", "H", "H", "H", "N", "C", "C", "N", "C", "C", "N", "C", "C", "N", "H", "H", "H", "H", "H", "H", "C", "C", "C", "C", "C", "C", "N", "N", "Si", "C", "C", "C", "H", "H", "H", "H", "H", "H", "H", "H", "H", "H", "H", "H", "H", "H", "H", "C", "C", "S", "O", "C", "C", "H", "H", "H", "H", "H", "H", "H", "H", "H", "H", "N", "C", "C", "C", "C", "C", "C", "H", "H", "H", "H", "H"], "positions_angstrom": [[-0.3467, -0.6946, 0.0355], [-2.3353, 1.9963, 3.5978], [-1.0619, 1.8825, 2.0968], [0.0745, 3.3948, 2.8117], [1.5192, 3.3112, 2.3530], [1.9192, 1.4744, 1.6766], [3.8619, 1.7510, 1.4361], [-2.7853, 2.9877, 3.6133], [-1.8099, 1.8020, 4.5308], [-3.1011, 1.2404, 3.4252], [0.0022, 3.2954, 3.8972], [-0.3832, 4.3355, 2.5054], [2.2004, 3.5186, 3.1802], [1.7285, 4.0200, 1.5492], [4.2341, 2.3886, 2.2344], [4.0848, 2.1818, 0.4622], [4.3189, 0.7666, 1.5111], [-3.2509, -2.1133, -2.7366], [-3.7444, -0.8265, -2.7767], [-2.8993, -0.0489, -2.0565], [-1.8693, -0.7969, -1.5388], [-2.1310, -2.0904, -1.9311], [-1.3544, -3.1016, -1.3797], [-0.4070, -2.7476, -0.4407], [0.2672, -3.9121, -0.1382], [-0.2448, -4.9489, -0.8435], [-1.2596, -4.4530, -1.6304], [-3.7488, -2.9320, -3.0356], [-4.6343, -0.5705, -3.3160], [-2.9830, 1.0006, -1.8473], [1.0695, -3.9310, 0.5772], [0.0217, -5.9862, -0.8554], [-1.8691, -4.9985, -2.2107], [0.5434, -1.6523, 3.4983], [1.5806, -1.7654, 2.4254], [2.8256, -2.3303, 2.6347], [3.7551, -2.3520, 1.5970], [3.4213, -1.8166, 0.3634], [2.1496, -1.2813, 0.1777], [1.2417, -1.2506, 1.2200], [1.5908, -0.7503, -0.9297], [2.2760, -0.8582, -2.5103], [0.8529, -0.2872, -3.6503], [3.8152, 0.2499, -2.8075], [2.7830, -2.6613, -2.8909], [0.3308, -2.6274, 3.9326], [-0.3710, -1.2356, 3.0652], [0.8967, -0.9945, 4.2912], [3.0762, -2.7346, 3.6011], [4.7291, -2.7853, 1.7566], [4.1187, -1.8063, -0.4556], [1.0889, 0.6444, -4.1563], [-0.0641, -0.1473, -3.0750], [0.6574, -1.0224, -4.4228], [3.5595, 1.2261, -3.2098], [4.4584, -0.2288, -3.5409], [4.4082, 0.4026, -1.9083], [2.2416, -3.3643, -2.2636], [3.8424, -2.8095, -2.7073], [2.5908, -2.9221, -3.9256], [2.1159, 4.4517, -1.5161], [1.5706, 3.0411, -1.6194], [0.1402, 2.7911, -0.4979], [-0.2008, 1.3307, -0.7119], [-1.2171, 3.5721, -1.4721], [-1.2887, 3.0700, -2.8992], [2.9813, 4.5672, -2.1657], [2.4365, 4.6723, -0.5001], [1.3669, 5.1845, -1.8079], [2.2933, 2.3017, -1.2750], [1.2645, 2.7862, -2.6292], [-1.0991, 4.6511, -1.4030], [-2.1012, 3.2809, -0.9042], [-0.5952, 3.6036, -3.5418], [-2.2893, 3.2136, -3.2964], [-1.0649, 2.0048, -2.9296], [-1.7484, -0.7108, 1.1729], [-2.9238, -0.9547, 1.7652], [-4.0161, -0.0759, 1.5921], [-5.2300, -0.3362, 2.1916], [-5.3955, -1.4658, 2.9820], [-4.3390, -2.3508, 3.1482], [-3.1211, -2.1085, 2.5522], [-3.8589, 0.7974, 0.9671], [-6.0550, 0.3500, 2.0556], [-6.3408, -1.6633, 3.4630], [-4.4693, -3.2418, 3.7453], [-2.2935, -2.7965, 2.6668]], "forces_ev_per_angstrom": [[-2.6, 0.6, 0.4], [0.1, -0.1, -0.2], [-0.2, 1.5, 1.5], [-0.6, -0.4, -0.1], [0.4, -0.4, -0.2], [1.0, 1.2, 0.8], [-0.4, -0.1, 0.0], [0.0, -0.1, 0.0], [0.0, 0.0, 0.0], [0.1, 0.1, 0.1], [0.0, 0.0, -0.2], [0.0, 0.0, 0.1], [0.0, 0.0, -0.1], [0.0, -0.1, 0.1], [0.0, 0.0, 0.0], [0.0, 0.1, 0.0], [0.0, 0.0, 0.0], [1.0, 0.4, 1.2], [0.0, -0.3, -0.2], [0.5, 0.1, 0.3], [-1.1, -2.0, -1.4], [-1.7, 3.3, -0.9], [2.7, -2.2, 1.7], [-1.4, -1.8, -1.7], [-0.1, 0.4, 0.2], [-0.2, -0.1, -0.1], [0.1, 1.7, 0.5], [0.0, -0.1, -0.1], [-0.1, 0.0, -0.1], [0.1, 0.1, -0.1], [0.1, 0.1, 0.1], [0.0, -0.2, 0.0], [0.0, 0.0, -0.2], [-0.1, 0.1, -0.2], [-0.6, 0.4, -0.4], [0.2, 0.0, -0.3], [-0.3, 0.1, 0.0], [0.1, -0.1, 0.2], [0.2, 0.0, 0.6], [1.8, -0.8, 0.6], [0.1, -0.4, -0.2], [0.0, 0.2, -0.8], [0.4, -0.2, 0.4], [-0.6, -0.4, 0.2], [-0.2, 0.6, 0.2], [0.0, -0.1, 0.1], [0.2, -0.1, 0.3], [0.0, 0.0, 0.1], [0.0, 0.0, 0.2], [0.2, 0.0, 0.0], [0.2, 0.0, -0.1], [0.0, 0.2, -0.1], [0.1, 0.0, 0.0], [-0.1, -0.2, -0.2], [-0.1, 0.2, 0.0], [0.1, -0.1, -0.1], [0.0, 0.0, 0.2], [-0.1, -0.1, 0.1], [0.2, -0.1, 0.0], [0.0, 0.0, -0.3], [-0.1, 0.0, 0.1], [-0.3, 0.0, 0.4], [0.3, 0.6, -1.0], [-0.5, -0.4, -0.3], [0.5, -0.3, 0.2], [0.0, 0.0, 0.1], [0.0, 0.0, -0.1], [0.0, 0.1, 0.1], [0.0, 0.1, -0.1], [-0.1, -0.1, 0.1], [-0.1, -0.1, -0.1], [0.0, 0.1, 0.1], [0.1, 0.1, 0.2], [0.1, 0.0, -0.1], [-0.1, 0.1, -0.1], [0.0, 0.0, -0.1], [2.0, -0.5, -1.8], [-1.6, -0.3, 0.9], [0.6, -0.2, -0.3], [-0.2, 0.0, 0.1], [0.0, 0.0, 0.0], [-0.2, 0.0, 0.1], [0.3, 0.3, -0.3], [-0.1, 0.0, 0.1], [0.0, 0.0, 0.0], [-0.1, 0.0, 0.0], [0.0, 0.0, 0.1], [0.0, 0.0, 0.0]], "lowdin_charge": [1.4526, -0.3339, 0.8876, -0.4885, -0.5154, 0.9498, -0.3282, 0.0308, 0.0297, -0.0030, 0.0626, 0.0659, 0.0672, 0.0356, 0.0236, 0.0114, 0.0078, 0.1424, -0.0430, -0.0928, -0.0232, -0.2137, -0.1967, -0.0213, -0.0760, -0.0489, 0.1436, 0.1631, 0.1236, 0.1084, 0.1193, 0.1249, 0.1637, -0.0228, -0.3489, -0.0447, -0.0629, -0.0412, -0.5286, -0.1531, -0.1798, 0.4670, -0.1535, -0.1594, -0.1602, 0.0864, 0.0371, 0.0898, 0.1129, 0.1083, 0.0974, 0.0221, -0.0183, 0.0223, 0.0121, 0.0273, 0.0197, 0.0079, 0.0233, 0.0244, -0.1059, -0.3593, 0.8465, -0.7679, -0.3348, -0.1329, 0.0865, 0.0656, 0.0746, 0.0578, 0.0746, 0.0915, 0.0758, 0.0775, 0.0829, 0.0438, -0.2251, -0.4032, -0.0773, -0.0907, -0.0900, -0.0874, -0.0325, 0.1017, 0.1067, 0.1016, 0.1048, 0.1017], "charge": 1, "energy_ev": -194525.30071, "orbital_gap_ev": [5.10, 5.10], "e_homo_ev": [-8.24, -8.24], "e_lumo_ev": [-3.138, -3.138]}